1.
84
Properties=species:S:1:pos:R:3 method="wB97M-V/def2-TZVPD" charge=+1 max_force_ev_per_a=2.26 spin_multiplicity=1 orbital_gap_ev=8.40 energy_ev=-107940.321 homo_energy_ev=-11.7195
O 1.0571 1.1600 -1.9789
O 2.0808 -4.2868 -1.4815
C 0.0782 0.7982 -3.0942
C 0.4649 1.6009 -4.3092
H -0.9235 1.0302 -2.6951
H 0.1543 -0.2790 -3.2357
H 0.3247 2.6749 -4.1392
H -0.1548 1.2926 -5.1644
H 1.5099 1.4712 -4.6143
C 2.2462 0.3210 -1.8342
C 2.4912 -0.5765 -3.0274
H 2.1399 -0.2292 -0.8820
H 3.0803 1.0234 -1.7237
H 1.8451 -1.4590 -2.9726
H 3.5361 -0.9134 -2.9670
H 2.3428 -0.0867 -4.0026
C 2.4319 -4.0700 -0.1236
C 0.9328 -5.1176 -1.5922
C 3.8229 -3.4736 -0.0328
H 2.4543 -5.0252 0.4300
H 1.6861 -3.4117 0.3554
H 4.5605 -4.1785 -0.4253
H 4.0534 -3.2957 1.0197
H 3.9192 -2.5333 -0.5819
C 0.8809 -5.7682 -2.9641
H 0.0223 -4.5197 -1.4104
H 0.9491 -5.9401 -0.8551
H 1.0218 -5.0518 -3.7792
H -0.0944 -6.2520 -3.0738
H 1.6543 -6.5419 -3.0456
H -3.0692 -1.2562 -0.2609
Ga 0.1288 1.9315 -0.4085
C -2.6782 -2.2568 -0.3044
Si -3.5422 -2.8161 1.3097
H -3.0800 -2.7681 -1.2151
H -1.5772 -2.3213 -0.3071
C -4.8308 -4.0552 0.7803
C -4.3494 -1.2115 1.9091
C -2.3846 -3.4910 2.6164
C 1.2088 3.5898 -0.5277
Si 2.7983 3.5622 0.5010
H 0.4920 4.3455 -0.1641
H 1.4899 3.8807 -1.5519
C 4.2621 4.3228 -0.3950
C 3.4284 1.8660 1.0324
C 2.4760 4.6170 2.0101
H -1.5746 -4.0695 2.1504
H -2.9491 -4.1937 3.2465
H -1.9412 -2.7144 3.2609
H -5.3729 -3.6517 -0.0855
H -5.5488 -4.2553 1.5825
H -4.3395 -4.9912 0.4861
H -4.5369 -0.5741 1.0402
H -3.7127 -0.6309 2.5891
H -5.3097 -1.3852 2.4042
H 4.4889 1.7819 0.7499
H 2.9147 1.0081 0.5854
H 3.3637 1.7465 2.1215
H 3.4069 4.7085 2.5870
H 1.6865 4.1877 2.6416
H 2.1692 5.6204 1.6818
H 4.8320 4.9485 0.3075
H 3.9254 4.9550 -1.2258
H 4.9467 3.5563 -0.7848
F 1.1030 -0.0458 4.5829
C 0.3321 0.7336 3.7402
C 0.5886 0.6838 2.3621
C -0.1922 1.4505 1.4925
C -1.2365 2.2351 2.0170
C -1.3613 2.3076 3.4302
F -2.1762 3.2513 4.0192
C -0.6379 1.5351 4.3220
C -2.1757 2.8328 1.0728
C -3.3825 3.4032 1.4701
C -4.3575 3.7219 0.5483
C -4.0509 3.5905 -0.8088
C -2.7820 3.1270 -1.1773
N -1.8971 2.6704 -0.2586
H 1.4081 0.0631 2.0062
H -0.8032 1.5727 5.3991
H -3.5450 3.5328 2.5343
H -5.3426 4.0636 0.8873
H -4.7891 3.8360 -1.5747
H -2.4915 3.0860 -2.2267

2.
80
Properties=species:S:1:pos:R:3 method="wB97M-V/def2-TZVPD" charge=+2 max_force_ev_per_a=12.50 spin_multiplicity=4 orbital_gap_ev="5.93 / 4.08" energy_ev=-50961.512 relative_energy_ev=0.000 homo_energy_ev="-12.6949 / -12.6441"
P -1.0676 4.4793 -1.1816
P -3.2950 2.0381 -1.0906
C -2.6713 4.4982 -2.1445
C -3.7474 3.7782 -1.3297
H -2.5020 4.0279 -3.1204
H -2.8863 5.5463 -2.3055
H -3.8779 4.2267 -0.3448
H -4.7174 3.8135 -1.8088
C -3.8270 1.4671 -2.8024
H -3.7597 0.3817 -2.9288
H -3.2249 1.9620 -3.5703
H -4.8664 1.7633 -2.9667
C -4.9151 1.4917 -0.3171
H -5.7458 1.7361 -0.9975
H -5.0960 2.0287 0.6264
H -4.9540 0.4100 -0.1236
C -0.1182 5.6144 -2.3092
H 0.8995 5.8066 -1.9220
H -0.6853 6.5606 -2.3402
H -0.0492 5.1573 -3.3111
C -1.5950 5.7691 0.0611
H -2.3831 5.3185 0.6855
H -1.8597 6.7009 -0.4575
H -0.8010 6.0514 0.7689
Re -1.4182 1.9839 -0.2188
C -2.4722 -0.8234 -0.2833
C -1.7227 -0.6989 -1.4613
C -1.1645 0.5799 -2.0306
C 0.9234 2.6306 -1.5570
C 1.3068 3.8067 -0.8410
C 0.4145 4.3186 0.2722
C -0.6617 3.4384 1.0132
C -2.3555 0.2191 0.8028
C 0.1967 0.8412 1.0948
H -3.0922 -1.7515 -0.1738
H -1.0121 -1.4279 -1.7918
H -1.5002 1.4269 -2.6624
H -0.0868 0.5377 -2.3560
H 1.6192 1.7325 -1.4818
H 0.7397 2.6190 -2.6721
H 2.2312 4.3217 -1.0008
H 0.6457 5.3823 0.5895
H -1.8079 3.6715 1.0275
H -0.4051 3.1297 2.0443
H -1.7798 -0.1523 1.6881
H -3.0852 0.9289 1.2553
H 0.3039 -0.2450 0.9605
H 0.2234 0.7134 2.2325
H 1.2236 1.2861 0.9686
C 4.2832 -5.5365 4.4984
C 3.2347 -5.2551 3.4476
C 2.3792 -6.2949 3.0702
C 1.4023 -6.1064 2.0793
C 0.5046 -7.2395 1.6749
C 1.2690 -4.8571 1.4947
C 2.1440 -3.7648 1.8059
C 3.1116 -4.0110 2.8500
N 2.0217 -2.6051 1.1432
C 2.7294 -2.3781 -0.1379
C 4.0256 -1.6409 0.1941
C 2.9969 -3.5982 -0.9928
C 1.8856 -1.4696 -1.0469
H 3.8736 -6.1987 5.2707
H 5.1611 -6.0465 4.0772
H 4.6246 -4.6121 4.9706
H 2.4645 -7.2692 3.5567
H 1.0060 -7.9321 0.9844
H 0.1978 -7.8194 2.5542
H -0.3867 -6.8508 1.1715
H 0.5095 -4.6893 0.7282
H 3.7760 -3.1899 3.1364
H 4.6851 -2.2997 0.7683
H 4.5230 -1.3400 -0.7351
H 3.8286 -0.7396 0.7918
H 2.0522 -4.0633 -1.2667
H 3.4907 -3.2524 -1.9019
H 3.6293 -4.3218 -0.4878
H 1.4233 -0.6468 -0.4685
H 2.5401 -1.0218 -1.8357
H 1.0954 -2.0464 -1.5831

3.
94
Properties=species:S:1:pos:R:3 method="wB97M-V/def2-TZVPD" charge=+1 max_force_ev_per_a=9.46 spin_multiplicity=1 orbital_gap_ev=7.19 energy_ev=-76523.716 homo_energy_ev=-10.7284
C -1.6223 -0.4873 2.9784
C -2.1079 -0.0214 1.4997
C -2.8851 1.3405 1.3034
C -3.2862 1.7244 -0.1776
C -2.9333 0.7884 -1.3937
C -3.3275 1.2139 -2.9150
C -2.1641 2.1836 -3.4235
N -0.7617 1.9646 -3.0699
C -0.1258 3.0883 -3.7732
N 1.2103 3.2018 -3.7006
C 2.0870 4.2425 -4.2976
C 3.6322 3.7864 -4.0608
O 4.4011 4.4504 -3.3277
F 4.1286 2.5896 -4.6575
N -1.0091 3.9564 -4.4988
C -0.8474 5.1556 -5.3565
C -1.2298 6.5118 -4.5150
C 0.0336 7.2123 -3.8224
O -2.3211 6.3191 -3.5844
N -2.2442 3.3683 -4.2784
C -2.1876 -0.5523 -1.1285
C -1.7638 -0.9863 0.3069
H -0.5336 -0.1082 3.0715
H -1.5663 -1.6345 3.0627
H -2.2537 -0.0032 3.8031
H -3.1375 2.0344 2.1905
H -3.8351 2.7231 -0.3473
H -4.3552 1.7138 -2.8318
H -3.3708 0.2133 -3.4944
H 1.6919 2.4738 -3.1320
H 1.9407 4.2092 -5.4369
H 2.0025 5.2843 -3.8394
H 0.1453 5.2400 -5.9113
H -1.6654 5.0889 -6.1796
H -1.6168 7.2541 -5.3204
H 0.5268 6.5836 -2.9976
H 0.7800 7.6142 -4.6041
H -0.3755 8.1572 -3.2858
H -3.0861 6.0455 -4.1529
H -3.1101 3.7554 -4.6828
H -1.9176 -1.2585 -2.0019
H -1.2119 -1.9519 0.5605
O -1.3915 -4.9408 1.1613
P -2.1922 -6.2511 1.1131
O -1.9184 -6.6614 2.6928
C -2.6139 -5.9443 3.7036
C -4.0781 -6.3363 3.7490
O -0.9604 -7.1042 0.3936
C -0.1919 -6.4869 -0.6369
C 1.1697 -6.0903 -0.0942
O -3.1656 -7.6532 0.9713
C -2.6747 -8.9932 0.9394
C -2.1022 -9.4879 2.2536
H -2.5034 -4.8679 3.5453
H -2.1389 -6.1887 4.6572
H -4.5886 -6.0479 2.8247
H -4.5836 -5.8481 4.5871
H -4.1904 -7.4172 3.8529
H -0.7190 -5.6268 -1.0596
H -0.0681 -7.2144 -1.4439
H 1.0884 -5.5303 0.8403
H 1.7169 -5.4818 -0.8184
H 1.7626 -6.9815 0.1288
H -1.9727 -9.1386 0.1166
H -3.5428 -9.6142 0.6965
H -1.1404 -9.0211 2.4708
H -1.9424 -10.5687 2.2133
H -2.7775 -9.2688 3.0839
O 1.4465 3.0534 1.2759
P 2.4293 1.9770 1.7605
O 2.7014 2.6650 3.2407
C 1.6785 2.5727 4.2228
C 1.5776 1.1666 4.7815
O 3.7131 2.6158 0.9175
C 3.5049 3.1083 -0.4018
C 3.4978 4.6266 -0.3877
O 3.4557 0.6879 2.2274
C 4.8753 0.7729 2.3530
C 5.3575 1.6169 3.5168
H 0.7221 2.8949 3.8018
H 1.9376 3.2684 5.0250
H 1.2623 0.4603 4.0071
H 0.8520 1.1262 5.5992
H 2.5448 0.8232 5.1534
H 2.5795 2.7083 -0.8302
H 4.3279 2.7506 -1.0273
H 2.8307 5.0246 0.3805
H 3.1892 5.0249 -1.3563
H 4.4964 5.0077 -0.1581
H 5.3383 1.0827 1.4144
H 5.2134 -0.2547 2.5207
H 5.1974 2.6801 3.3320
H 6.4290 1.4675 3.6737
H 4.8329 1.3529 4.4379